A structure of composition C39H86BrF5GaO6S in a non-equilibrium geometry, computed with ωB97M-V/def2-TZVPD.

```
139
Properties=species:S:1:pos:R:3:forces:R:3:mulliken_charge:R:1
C -0.99835 -0.66656 4.08478 0.5097 -0.0325 -0.3107 -1.296
C -0.54714 -0.98683 2.67449 -0.1495 0.3628 0.2430 0.267
O 0.84191 -0.75081 2.58693 -0.0848 -0.1869 -0.0940 -0.168
C 1.62465 -1.73881 1.96724 0.3873 0.3989 0.0302 -0.172
C 2.64098 -1.04711 1.08541 -0.3804 0.4686 0.3519 -0.702
O 3.33655 -0.14366 1.90310 0.3686 -0.2959 0.0247 -0.188
C 4.42155 0.52585 1.27920 -0.5578 0.1424 0.5023 -0.970
C 4.20052 2.01166 1.43156 -0.1951 -0.2404 -0.1371 0.040
O 4.13780 2.31013 2.78938 0.5034 -0.0846 0.2028 -0.321
C 4.46414 3.66098 3.12880 -0.6848 0.2894 0.2153 -0.774
Ga 2.82045 4.82332 3.24779 0.9248 0.3552 -0.4841 0.222
O 1.98225 4.96711 1.62267 0.0200 0.3798 0.3439 -0.505
Br 3.46774 7.00400 3.97583 -0.1584 -0.2613 -0.0537 -0.561
S 1.15441 4.02037 4.73340 -0.8133 0.2718 -0.5728 0.960
O 0.17918 3.27104 3.95635 0.0655 -0.3858 -0.0231 -0.553
O 0.62080 5.07740 5.56817 0.2296 0.0333 0.4398 -0.711
C 1.76125 2.72407 5.96874 -0.0576 -0.1924 0.5769 0.545
F 0.92052 2.79446 7.03929 0.3182 -0.1304 -0.4500 -0.292
F 1.68198 1.48064 5.44901 -0.0079 0.4437 0.1674 -0.204
C 3.21597 2.95491 6.48414 0.0912 -0.2742 0.2739 0.588
F 3.30478 2.64572 7.80235 0.1158 0.2034 -0.7094 -0.302
F 3.58512 4.24038 6.33039 -0.1023 -0.6082 0.1405 -0.255
F 4.08166 2.17044 5.81765 -0.3238 0.4987 0.3818 -0.213
H -0.42935 -1.28650 4.76887 -0.0707 -0.1933 0.2676 0.415
H -2.06153 -0.82966 4.20779 -0.2676 0.0019 0.0916 0.376
H -0.73398 0.36226 4.29426 -0.1297 0.2984 0.1340 0.109
H -1.04446 -0.31567 1.97486 -0.1933 0.0440 -0.2203 0.169
H -0.81262 -2.00891 2.40919 0.1059 -0.2716 -0.0878 -0.030
H 2.17393 -2.29158 2.72953 -0.0216 -0.2978 0.1509 0.200
H 1.02570 -2.41669 1.36262 -0.1465 -0.2173 -0.0986 0.208
H 2.09155 -0.48881 0.32258 0.0276 -0.0271 -0.3610 0.283
H 3.31648 -1.76905 0.62698 0.0936 -0.2298 -0.1872 0.419
H 4.48503 0.25555 0.22759 0.1374 -0.0199 -0.2553 0.432
H 5.33054 0.25085 1.80774 0.2855 -0.1323 -0.0427 0.286
H 5.00464 2.55254 0.92801 0.1901 0.1577 -0.0515 0.306
H 3.25666 2.25456 0.93450 -0.1724 0.2044 -0.1768 0.050
H 5.00397 3.65029 4.06825 0.1305 -0.0951 0.1476 0.429
H 5.12264 4.11177 2.38788 0.1741 0.0215 -0.2290 0.575
H 1.89470 4.09062 1.25719 -0.2124 -0.3897 -0.1865 0.276
C -6.77351 -3.09789 -0.04283 0.0468 -0.0450 -0.0812 -1.169
C -5.69592 -4.17885 -0.05881 -0.0870 0.0146 0.0490 -0.421
C -4.81884 -4.17872 1.19159 0.0587 -0.0308 -0.0188 -0.751
C -4.02534 -2.89096 1.41411 -0.0631 0.0494 0.0411 0.156
C -3.09748 -2.49007 0.27120 0.1225 -0.0306 0.0636 -0.296
C -1.99555 -3.50943 -0.00129 -0.0477 0.0647 -0.1087 -1.035
H -6.34079 -2.09694 -0.01143 -0.0013 0.0072 0.0166 0.224
H -7.39620 -3.15713 -0.93661 -0.0230 0.0129 0.0053 0.407
H -7.42454 -3.21111 0.82646 0.0073 0.0249 0.0269 0.288
H -5.07661 -4.06366 -0.95252 0.0232 -0.0073 0.0045 0.225
H -6.17586 -5.15745 -0.14592 0.0082 -0.0085 -0.0244 0.420
H -4.13381 -5.03077 1.14593 0.0128 0.0077 -0.0050 0.133
H -5.45155 -4.35032 2.06826 -0.0160 -0.0063 -0.0021 0.430
H -3.43097 -3.00408 2.32710 0.0154 0.0188 -0.0001 0.219
H -4.71482 -2.06534 1.60815 -0.0154 -0.0181 0.0271 -0.225
H -2.63686 -1.53340 0.52907 -0.0159 0.0225 -0.0348 0.134
H -3.66798 -2.31606 -0.64543 -0.0397 0.0050 0.0169 0.492
H -1.38788 -3.67288 0.89189 -0.0124 -0.0481 0.0048 -0.005
H -1.33504 -3.15601 -0.79493 0.0440 -0.0339 0.0110 0.445
H -2.40355 -4.47214 -0.31628 0.0155 -0.0230 0.0191 0.340
C 4.17443 3.13372 -2.86716 0.1256 0.0527 -0.0137 -0.931
C 4.34389 4.36884 -1.98776 -0.0631 -0.0737 0.0046 -0.311
C 3.02944 5.08934 -1.69730 0.0375 0.0565 -0.0183 -0.292
C 2.30857 5.63410 -2.93114 0.0151 -0.0805 -0.0419 -0.780
C 3.12639 6.60877 -3.77711 -0.0547 0.0733 0.0330 -0.303
C 3.53213 7.87247 -3.02330 0.0570 -0.0433 -0.1061 -1.361
H 3.77997 3.39535 -3.85146 -0.0151 -0.0167 -0.0011 -0.019
H 5.13060 2.62932 -3.02135 -0.0143 -0.0330 -0.0121 0.476
H 3.48862 2.41865 -2.40653 -0.0382 0.0051 -0.0107 0.295
H 5.05792 5.05387 -2.45489 0.0023 0.0122 0.0070 0.344
H 4.78843 4.06985 -1.03515 0.0101 0.0264 0.0057 0.104
H 3.21608 5.89779 -0.98876 -0.0527 -0.0177 0.0460 0.340
H 2.35597 4.40212 -1.17929 -0.0031 0.0095 0.0386 0.170
H 1.39265 6.13251 -2.60042 -0.0033 0.0176 0.0028 0.405
H 1.98483 4.80285 -3.56667 -0.0027 0.0000 0.0055 0.223
H 2.53273 6.89248 -4.65137 0.0176 -0.0116 -0.0213 0.404
H 4.02074 6.11192 -4.16543 -0.0031 -0.0226 -0.0016 0.226
H 2.65264 8.40107 -2.65171 -0.0044 -0.0062 0.0442 0.316
H 4.08241 8.55333 -3.67554 -0.0042 0.0207 0.0155 0.404
H 4.17153 7.64491 -2.17017 -0.0157 0.0021 0.0263 0.301
C 1.84543 3.14831 -6.73559 -0.0327 -0.0863 0.0291 -1.263
C 2.52009 1.83573 -6.34659 -0.0013 0.1065 0.0279 -0.281
C 3.86380 1.61329 -7.03727 0.0163 -0.0345 0.0145 -0.601
C 3.79690 1.52164 -8.56243 -0.0155 0.0371 -0.0069 -0.802
C 2.87586 0.42824 -9.10070 0.0766 -0.0607 -0.0191 -0.369
C 3.29702 -0.97955 -8.68809 -0.0944 0.0449 -0.0324 -1.190
H 1.60839 3.18275 -7.80039 0.0125 0.0156 -0.0093 0.381
H 0.91161 3.28019 -6.18808 -0.0040 0.0285 0.0065 0.374
H 2.48951 3.99960 -6.50398 0.0124 0.0148 -0.0177 0.241
H 1.84462 1.00078 -6.55315 0.0147 -0.0182 -0.0074 0.354
H 2.68338 1.83346 -5.26655 -0.0118 -0.0411 0.0087 0.221
H 4.32325 0.70612 -6.63514 0.0064 -0.0045 -0.0115 0.331
H 4.53813 2.43277 -6.76968 -0.0044 0.0101 0.0213 0.359
H 4.80871 1.35192 -8.94450 0.0014 -0.0111 -0.0132 0.388
H 3.47978 2.48438 -8.97255 0.0015 0.0083 0.0117 0.322
H 2.86745 0.48940 -10.19229 -0.0277 0.0073 -0.0055 0.374
H 1.84743 0.61082 -8.77835 -0.0044 0.0233 0.0042 0.232
H 4.31217 -1.19596 -9.02724 0.0229 -0.0008 0.0276 0.292
H 2.63241 -1.72645 -9.12456 0.0155 -0.0233 0.0037 0.377
H 3.26810 -1.10794 -7.60551 0.0159 -0.0040 0.0096 0.282
C 1.33898 -6.09730 0.49109 -0.0029 -0.0523 -0.0976 -1.051
C 0.25979 -6.95910 -0.15859 0.0305 0.1116 0.0589 -0.513
C -0.82853 -7.40631 0.81465 -0.0793 -0.0186 -0.0270 -0.229
C -0.34839 -8.28656 1.96888 0.0568 0.0284 0.0094 -0.894
C 0.36261 -9.57039 1.54492 -0.0832 -0.0528 0.0133 -0.428
C -0.51992 -10.51526 0.73367 0.1091 0.0137 0.0089 -1.186
H 1.88126 -6.63961 1.26692 -0.0074 0.0051 0.0197 0.301
H 2.06851 -5.77178 -0.25152 0.0209 0.0349 0.0217 0.415
H 0.90199 -5.20487 0.94392 0.0037 -0.0011 0.0359 0.105
H 0.72399 -7.82618 -0.63714 -0.0300 -0.0256 0.0022 0.369
H -0.21135 -6.38488 -0.96066 -0.0035 -0.0180 -0.0220 0.369
H -1.60860 -7.93087 0.25509 -0.0089 -0.0081 0.0147 0.378
H -1.30951 -6.51794 1.23643 0.0009 0.0174 -0.0143 0.059
H -1.21250 -8.54748 2.58790 -0.0025 -0.0140 0.0047 0.405
H 0.31868 -7.70966 2.61496 -0.0035 0.0135 -0.0039 0.346
H 0.70375 -10.08963 2.44423 0.0301 0.0006 -0.0023 0.380
H 1.26295 -9.33039 0.97307 0.0094 0.0213 0.0060 0.228
H -1.41185 -10.79382 1.29855 -0.0295 0.0154 -0.0132 0.290
H 0.01831 -11.43122 0.48578 -0.0216 -0.0172 -0.0072 0.385
H -0.84231 -10.06061 -0.20395 -0.0185 0.0028 -0.0025 0.281
C -4.40365 0.89950 2.16435 0.0206 0.0780 -0.0477 -0.756
C -4.87132 2.07223 3.01950 0.0411 -0.0820 0.0388 -0.616
C -5.99618 1.70442 3.98520 -0.0169 0.0294 0.0072 -0.758
C -7.28409 1.21763 3.31843 0.0206 -0.0361 -0.0102 -0.532
C -7.90295 2.19802 2.32389 -0.0743 0.0240 0.0602 -0.364
C -8.32043 3.52292 2.95602 0.0241 -0.0299 -0.0992 -1.227
H -5.20176 0.52157 1.52062 -0.0015 -0.0182 0.0049 0.240
H -3.57594 1.19898 1.52033 0.0261 -0.0262 0.0013 0.430
H -4.05597 0.07616 2.79282 -0.0131 -0.0206 -0.0053 0.107
H -5.18261 2.89585 2.37151 -0.0144 0.0200 0.0108 0.295
H -4.02510 2.44721 3.59851 0.0140 0.0236 -0.0171 0.334
H -6.21446 2.56729 4.62013 -0.0162 -0.0023 0.0021 0.351
H -5.64037 0.91964 4.66018 0.0227 0.0024 0.0032 0.346
H -8.01816 0.99564 4.10022 -0.0181 0.0051 -0.0057 0.406
H -7.09486 0.26889 2.80743 0.0116 -0.0022 0.0064 0.149
H -8.78200 1.72716 1.87482 0.0075 -0.0020 -0.0281 0.387
H -7.20735 2.38885 1.50265 0.0187 -0.0169 -0.0014 0.249
H -9.04024 3.35907 3.76088 0.0150 0.0057 0.0315 0.291
H -8.78804 4.17468 2.21660 -0.0126 0.0198 0.0160 0.385
H -7.46588 4.05833 3.37065 0.0023 0.0024 0.0176 0.290
```
Positions in Å, forces in eV/Å.

- net charge = -1
- strongest force on any atom (eV/A) = 1.1
- spin multiplicity = 1
- E_HOMO (eV) = -5.51
- total energy (hartree) = -7385.44086
- LUMO level (eV) = 2.060